Entry 1:
Entry from the Open Molecules 2025 dataset: a single CH6N4 molecule (wB97M-V/def2-TZVPD).

```
11
Properties=species:S:1:pos:R:3:forces:R:3
C 0.471 -0.379 -0.077 1.1196 -2.3927 -0.3463
H -2.620 -1.115 -0.294 1.6000 1.3734 0.3167
H -1.957 0.218 0.720 0.8231 -2.2595 -2.4679
H -0.505 -1.992 0.379 -0.6298 0.2571 -0.1006
H 1.411 -1.037 -0.068 -0.8415 1.3661 0.1011
H 2.278 1.062 -0.328 0.9957 -0.1356 -0.6939
H 1.441 2.483 -0.107 0.1634 -0.0174 -0.2000
N -1.797 -0.446 -0.189 -3.6355 0.5980 1.8869
N -0.630 -1.173 -0.227 0.3528 -1.0166 0.3167
N 0.340 0.851 0.012 1.1260 1.7358 0.4043
N 1.568 1.526 0.180 -1.0738 0.4914 0.7830
```
Positions in Å, forces in eV/Å.

As for the maximum force: 4.14 eV Å⁻¹. The SMILES is N/N=C/NN. Its charge is 0. The HOMO-LUMO gap is 0.3332 hartree.


Entry 2:
Entry from the Open Molecules 2025 dataset: a 2-piece molecular cluster, CH6N4O4S overall (wB97M-V/def2-TZVPD).

```
16
Properties=species:S:1:pos:R:3:forces:R:3
C -1.329 -0.774 0.681 -0.1484 0.0061 0.2695
N -1.745 -1.740 -0.154 -0.1617 -0.1954 -0.2110
N 0.077 -0.856 0.947 -0.0724 -0.1942 0.1309
N 1.286 1.647 0.405 -1.4237 -1.4160 -0.1207
N 0.681 0.013 1.660 0.7459 0.9636 -0.3503
O 1.695 -0.481 -0.985 0.0760 -0.4005 -0.2045
O -2.009 0.026 1.267 -0.0585 0.1677 0.0638
O 1.847 1.720 -2.045 0.0596 0.0270 -0.1806
O -0.307 0.809 -1.276 0.5901 -0.4426 0.0622
S 1.281 0.897 -1.026 0.2028 1.2215 0.3842
H -1.086 -2.242 -0.722 -0.0047 -0.0059 -0.0806
H -2.708 -1.725 -0.449 0.1083 0.0500 0.0498
H 0.697 -1.340 0.284 -0.1306 -0.0205 0.3858
H 2.229 1.716 0.739 0.6855 -0.0337 0.1370
H -0.601 1.704 -1.451 -0.3146 0.4698 -0.0340
H -0.007 0.626 2.124 -0.1537 -0.1968 -0.3014
```
Positions in Å, forces in eV/Å.

As for the maximum force: 2.01 eV Å⁻¹. Its charge is 0. The HOMO-LUMO gap (spin up / spin down) is 0.3091 / 0.3092 hartree.


Entry 3:
Entry from the Open Molecules 2025 dataset: CH6N4S as an isolated structure (wB97M-V/def2-TZVPD).

```
12
Properties=species:S:1:pos:R:3:forces:R:3
C -0.045 0.382 -0.592 0.0918 -0.6188 -0.2051
N -0.683 -0.642 1.673 -0.3251 2.6683 1.8390
N 1.173 0.144 -1.216 -2.0090 1.2026 0.7689
N -0.452 1.503 0.128 -1.1194 -0.8343 -2.7030
N -0.176 -1.062 0.661 -0.8242 2.0017 -2.4703
S 0.063 -2.522 0.110 0.8444 -2.3327 -0.6320
H -0.809 0.197 -1.358 0.0183 -0.6097 0.6776
H -0.807 -1.284 2.421 -0.1869 -1.5439 0.5260
H 2.073 0.310 -0.897 1.3863 0.4330 1.1314
H 1.117 -0.270 -2.094 -0.0835 -0.7948 -1.2590
H -1.476 1.523 0.229 1.1045 -0.0272 0.2010
H 0.023 1.720 0.936 1.1029 0.4558 2.1253
```
Positions in Å, forces in eV/Å.

As for the maximum force: 3.28 eV Å⁻¹. Its charge is 0. The HOMO-LUMO gap is 0.3108 hartree.


Entry 4:
Entry from the Open Molecules 2025 dataset: a single CH6N4S molecule (wB97M-V/def2-TZVPD).

```
12
Properties=species:S:1:pos:R:3:forces:R:3
C -0.806 0.387 -0.340 -1.3781 -1.2006 -1.4698
H -0.072 -1.826 -0.460 1.8653 1.2299 -3.0918
H 1.536 -1.458 -1.298 -3.8201 0.3540 0.0940
H -0.360 0.028 -2.313 -0.0583 1.5993 1.6009
H -2.190 1.508 0.217 -0.2536 -1.1431 -1.4589
H -1.039 -0.097 1.648 -2.0784 0.5431 1.9523
H 1.348 1.530 1.326 -0.7116 -1.2941 -0.1169
N 0.386 -1.338 -1.396 3.4623 -5.1473 3.7407
N 0.052 -0.026 -1.351 -1.3508 1.5427 -2.3320
N -1.900 0.972 -0.664 0.5038 1.8286 2.3582
N -0.458 -0.181 0.894 3.1041 1.1451 -2.0160
S 1.191 0.126 1.284 0.7153 0.5425 0.7393
```
Positions in Å, forces in eV/Å.

As for the maximum force: 7.24 eV Å⁻¹. The SMILES is [H]/N=C(/NN)NS. Its charge is 0. The HOMO-LUMO gap is 0.3471 hartree.


Entry 5:
Entry from the Open Molecules 2025 dataset: a 2-piece molecular cluster, CH6NO overall (wB97M-V/def2-TZVPD).

```
9
Properties=species:S:1:pos:R:3:forces:R:3
O 2.109 -0.268 -0.927 -0.2195 0.1469 -0.3080
H 2.110 0.038 -1.853 -0.0660 -0.1679 0.5822
C -1.446 0.730 0.673 3.2582 -1.7245 1.8090
N -0.710 -0.597 0.442 0.9348 0.9967 0.9437
H -1.227 1.343 -0.103 0.5620 2.1923 -2.6680
H -1.025 1.296 1.561 -0.1307 -1.0929 -0.6898
H -2.475 0.794 0.817 -2.0089 -1.0465 0.1942
H -0.966 -1.117 -0.396 -0.4103 0.6768 0.1071
H 0.353 -0.413 0.256 -1.9195 0.0191 0.0296
```
Positions in Å, forces in eV/Å.

As for the maximum force: 4.11 eV Å⁻¹. Its charge is -1. The HOMO-LUMO gap is 0.2478 hartree.


Entry 6:
Entry from the Open Molecules 2025 dataset: a 2-piece molecular cluster, CH6NO overall (wB97M-V/def2-TZVPD).

```
9
Properties=species:S:1:pos:R:3:forces:R:3
O 2.211 -0.157 -0.689 -0.2250 0.0279 0.0954
H 2.587 0.642 -1.079 -0.0806 -0.0616 0.0646
C -1.420 0.420 0.888 0.2136 -0.5824 -0.4200
N -0.878 -0.469 -0.149 -0.4405 -0.2616 1.2265
H -0.609 0.732 1.548 0.0318 0.3226 -0.1781
H -1.891 1.281 0.402 -0.1218 0.1842 0.5592
H -2.121 -0.105 1.556 -0.2499 0.1874 -0.2856
H 0.137 -0.409 -0.123 0.4928 0.0634 -0.8912
H -1.266 -0.259 -1.051 0.3796 0.1201 -0.1709
```
Positions in Å, forces in eV/Å.

As for the maximum force: 1.33 eV Å⁻¹. Its charge is -1. The HOMO-LUMO gap is 0.2471 hartree.